No. 1
Below is C32H28F4IN3O3ReS5 as an isolated structure, with properties calculated with ωB97M-V/def2-TZVPD.

Cartesian coordinates (Å):
1 Re -0.941 0.095 -0.254
2 C -1.737 0.886 -3.951
3 C -2.656 0.155 -2.989
4 N -2.744 0.658 -1.574
5 C -3.194 2.087 -1.659
6 C -3.661 2.765 -0.386
7 C -3.818 -0.163 -0.941
8 C -3.329 -1.589 -0.656
9 N -1.862 -1.606 -0.685
10 C -1.295 -2.852 -0.965
11 C -0.382 -3.060 -2.001
12 F -0.125 -2.073 -2.875
13 C 0.234 -4.279 -2.200
14 F 1.121 -4.393 -3.199
15 C -0.061 -5.374 -1.416
16 C -1.014 -5.206 -0.434
17 F -1.354 -6.236 0.350
18 C -1.620 -3.985 -0.216
19 F -2.521 -3.885 0.774
20 H -1.995 0.564 -4.961
21 H -1.869 1.967 -3.916
22 H -0.690 0.659 -3.788
23 H -3.675 0.219 -3.385
24 H -2.389 -0.898 -2.940
25 H -2.366 2.657 -2.070
26 H -4.011 2.112 -2.391
27 H -2.935 2.699 0.419
28 H -3.805 3.821 -0.613
29 H -4.607 2.366 -0.020
30 H -4.098 0.314 -0.011
31 H -4.693 -0.176 -1.598
32 H -3.723 -1.904 0.312
33 H -3.696 -2.286 -1.415
34 H 0.422 -6.327 -1.574
35 O 0.510 -0.546 0.785
36 C 1.357 -0.823 1.874
37 C 1.560 0.454 2.663
38 C 0.997 0.810 3.849
39 C 1.306 2.145 4.231
40 C 2.094 2.775 3.324
41 S 2.476 1.760 2.000
42 C 2.668 -1.329 1.284
43 C 3.937 -1.172 1.751
44 C 4.890 -1.920 1.005
45 C 4.318 -2.630 -0.004
46 S 2.623 -2.398 -0.060
47 C 0.784 -1.923 2.749
48 C -0.436 -2.508 2.662
49 C -0.618 -3.561 3.602
50 C 0.475 -3.747 4.385
51 S 1.738 -2.660 3.983
52 H 0.363 0.144 4.416
53 H 0.947 2.613 5.136
54 H 2.466 3.787 3.360
55 H 4.180 -0.550 2.601
56 H 5.952 -1.919 1.206
57 H 4.805 -3.256 -0.734
58 H -1.192 -2.166 1.979
59 H -1.528 -4.139 3.691
60 H 0.610 -4.462 5.182
61 O -1.146 4.368 -0.850
62 S -0.214 3.679 -0.006
63 O -0.338 3.800 1.409
64 N -0.136 2.065 -0.471
65 C 0.921 1.842 -1.255
66 S 0.967 0.318 -1.927
67 C 1.881 2.948 -1.330
68 C 3.129 2.980 -1.927
69 C 3.888 4.133 -1.779
70 C 3.409 5.220 -1.053
71 C 2.153 5.188 -0.454
72 C 1.417 4.035 -0.607
73 H 3.501 2.123 -2.474
74 H 4.871 4.187 -2.227
75 H 4.026 6.103 -0.950
76 H 1.775 6.026 0.116
77 I -2.292 0.473 2.090

## Properties
ΔE to the lowest compared entry with this formula, charge and spin = 0.00 kJ/mol
max |F| = 0.56 eV Å⁻¹
HOMO level (spin up / spin down) = -7.785 / -7.431 eV
2S+1 = 2
orbital gap (spin up / spin down) = 6.72 / 6.39 eV

Atomic partial charges in e from the Mulliken method, atoms 1 to 2:
1. Re -1.97
2. C -1.26



No. 2
Below is a 4-piece molecular cluster, C25H69N9O3P3 overall at a distorted geometry, with properties calculated with ωB97M-V/def2-TZVPD.

Cartesian coordinates (Å):
1 C 3.927 1.270 -3.020
2 C 4.765 1.771 -1.685
3 C 6.231 1.049 -1.512
4 C 6.297 0.221 -0.067
5 C 6.632 1.381 1.089
6 C 5.863 1.112 2.515
7 C 6.935 0.516 3.652
8 H 3.124 2.138 -3.183
9 H 3.274 0.332 -2.693
10 H 4.147 1.613 -0.701
11 H 4.915 2.947 -1.814
12 H 7.021 1.937 -1.398
13 H 6.563 0.383 -2.417
14 H 7.231 -0.514 -0.152
15 H 5.291 -0.338 0.175
16 H 6.388 2.477 0.690
17 H 7.815 1.349 1.216
18 H 5.495 2.146 2.967
19 H 4.928 0.412 2.449
20 H 7.866 0.106 3.050
21 H 6.414 -0.299 4.311
22 H 7.270 1.408 4.367
23 O 4.873 -1.877 6.363
24 P 4.219 -2.946 7.272
25 N 5.464 -4.073 6.967
26 C 5.347 -5.511 6.797
27 C 6.685 -3.795 7.731
28 N 2.915 -3.145 6.167
29 C 3.140 -3.779 4.868
30 C 2.170 -1.898 5.939
31 N 3.468 -4.175 8.317
32 C 2.302 -4.986 7.970
33 C 3.258 -3.609 9.654
34 H 5.197 -6.036 7.747
35 H 6.256 -5.922 6.338
36 H 4.542 -5.796 6.125
37 H 6.575 -4.117 8.772
38 H 6.917 -2.726 7.733
39 H 7.557 -4.299 7.297
40 H 4.040 -3.404 4.371
41 H 2.289 -3.626 4.191
42 H 3.213 -4.860 4.972
43 H 2.681 -1.231 5.237
44 H 2.037 -1.350 6.879
45 H 1.167 -2.110 5.549
46 H 1.393 -4.386 7.853
47 H 2.107 -5.728 8.754
48 H 2.465 -5.570 7.061
49 H 2.449 -2.869 9.645
50 H 4.169 -3.108 10.001
51 H 3.024 -4.386 10.390
52 O -1.610 1.955 -3.563
53 P -0.795 2.546 -4.739
54 N -0.632 4.058 -3.963
55 C -0.667 5.380 -4.563
56 C 0.393 4.053 -2.914
57 N -2.178 2.518 -5.764
58 C -3.292 3.435 -5.522
59 C -2.731 1.166 -5.932
60 N 0.142 3.226 -6.091
61 C -0.411 3.658 -7.374
62 C 1.304 2.370 -6.352
63 H 0.260 5.627 -5.091
64 H -0.821 6.150 -3.796
65 H -1.494 5.510 -5.258
66 H 1.396 4.108 -3.350
67 H 0.339 3.142 -2.311
68 H 0.264 4.892 -2.220
69 H -3.571 3.484 -4.465
70 H -4.184 3.146 -6.095
71 H -3.054 4.436 -5.877
72 H -3.341 0.858 -5.076
73 H -1.926 0.431 -6.046
74 H -3.348 1.108 -6.837
75 H -0.830 2.828 -7.951
76 H 0.370 4.125 -7.987
77 H -1.173 4.431 -7.251
78 H 1.000 1.422 -6.810
79 H 1.823 2.140 -5.414
80 H 2.033 2.864 -7.004
81 O -6.438 -0.587 -4.163
82 P -7.197 0.024 -2.959
83 N -5.777 0.123 -2.018
84 C -5.629 -0.113 -0.593
85 C -4.925 1.258 -2.390
86 N -8.027 -1.458 -2.680
87 C -7.302 -2.623 -2.172
88 C -8.823 -1.889 -3.838
89 N -8.070 0.726 -1.576
90 C -8.933 -0.012 -0.654
91 C -8.783 1.930 -2.016
92 H -6.007 0.718 0.013
93 H -4.573 -0.253 -0.330
94 H -6.123 -1.023 -0.259
95 H -5.324 2.194 -1.983
96 H -4.859 1.365 -3.477
97 H -3.897 1.127 -2.029
98 H -6.350 -2.781 -2.689
99 H -7.897 -3.542 -2.267
100 H -7.117 -2.529 -1.103
101 H -8.208 -2.363 -4.612
102 H -9.331 -1.034 -4.298
103 H -9.602 -2.598 -3.533
104 H -9.827 -0.410 -1.145
105 H -9.268 0.642 0.160
106 H -8.401 -0.829 -0.161
107 H -9.640 1.670 -2.649
108 H -8.116 2.574 -2.598
109 H -9.135 2.525 -1.165

## Properties
net charge = -1
max |F| = 8.20 eV Å⁻¹
HOMO level = -1.606 eV
2S+1 = 1
orbital gap = 1.67 eV

Atomic partial charges in e from the Mulliken method, atoms 1 to 2:
1. C -0.58
2. C -0.24



No. 3
Below is C16H50N11O13 as an isolated structure at a distorted geometry, with properties calculated with ωB97M-V/def2-TZVPD.

Cartesian coordinates (Å):
1 N 33.709 2.689 -6.800
2 O 33.783 1.815 -7.626
3 O 34.228 3.725 -7.184
4 O 33.328 2.541 -5.604
5 C 33.158 4.882 -4.389
6 O 33.080 5.720 -3.511
7 N 32.375 3.908 -4.512
8 N 34.172 4.675 -5.107
9 H 32.658 3.233 -5.209
10 H 31.883 3.635 -3.674
11 H 34.844 5.417 -4.973
12 H 34.333 3.871 -5.696
13 C 37.145 1.862 -7.771
14 O 38.259 1.773 -8.184
15 N 36.312 0.913 -7.430
16 N 36.524 2.969 -7.760
17 H 36.729 -0.003 -7.506
18 H 35.484 1.046 -6.866
19 H 35.547 3.156 -7.580
20 H 37.070 3.654 -8.263
21 C 35.132 3.358 -9.959
22 O 36.075 3.558 -10.706
23 N 34.793 4.293 -9.129
24 N 34.356 2.308 -9.788
25 H 34.020 4.177 -8.489
26 H 35.146 5.232 -9.249
27 H 33.763 2.270 -8.971
28 H 34.642 1.481 -10.291
29 C 31.313 1.019 -4.688
30 O 30.411 0.588 -3.962
31 N 31.264 1.313 -5.934
32 N 32.574 0.991 -4.378
33 H 30.368 1.332 -6.399
34 H 32.104 1.605 -6.412
35 H 32.688 0.563 -3.470
36 H 33.281 1.490 -4.898
37 C 32.009 -2.147 -7.527
38 O 30.956 -3.027 -7.256
39 C 30.043 -3.264 -8.260
40 C 29.142 -1.983 -8.526
41 N 29.941 -1.031 -9.321
42 C 29.160 -0.023 -9.952
43 C 29.972 1.216 -10.450
44 O 30.407 1.989 -9.371
45 C 31.785 1.816 -9.025
46 H 32.454 -2.278 -8.513
47 H 32.743 -2.312 -6.738
48 H 31.609 -1.133 -7.501
49 H 29.409 -4.030 -7.815
50 H 30.495 -3.612 -9.189
51 H 28.673 -1.585 -7.626
52 H 28.382 -2.347 -9.217
53 H 30.634 -0.626 -8.708
54 H 28.427 0.386 -9.256
55 H 28.520 -0.319 -10.782
56 H 29.238 1.886 -10.899
57 H 30.699 1.068 -11.249
58 H 32.108 2.645 -8.394
59 H 32.319 1.905 -9.971
60 H 32.019 0.825 -8.637
61 C 32.047 4.536 -6.987
62 O 30.757 4.367 -7.445
63 C 29.912 3.809 -6.479
64 C 28.494 3.589 -7.046
65 N 28.621 2.458 -8.025
66 C 27.368 2.165 -8.764
67 C 26.474 1.180 -7.981
68 O 26.973 -0.137 -8.244
69 C 26.357 -1.184 -7.524
70 H 32.101 5.049 -6.026
71 H 32.791 4.902 -7.694
72 H 32.440 3.525 -6.878
73 H 29.878 4.415 -5.573
74 H 30.261 2.824 -6.169
75 H 28.186 4.550 -7.458
76 H 27.832 3.385 -6.205
77 H 29.344 2.748 -8.668
78 H 27.480 1.621 -9.702
79 H 26.842 3.073 -9.058
80 H 25.430 1.229 -8.289
81 H 26.660 1.290 -6.913
82 H 25.319 -1.235 -7.852
83 H 26.453 -0.960 -6.462
84 H 26.812 -2.126 -7.832
85 O 35.011 5.620 -7.573
86 H 35.058 4.699 -7.318
87 H 34.074 5.805 -7.634
88 O 34.266 -0.082 -8.066
89 H 34.337 -0.109 -9.020
90 H 34.078 0.835 -7.865

## Properties
net charge = -1
ΔE to the lowest compared entry with this formula, charge and spin = 2039.23 kJ/mol
max |F| = 13.92 eV Å⁻¹
HOMO level = -6.463 eV
2S+1 = 1
orbital gap = 6.21 eV

Atomic partial charges in e from the Mulliken method, atoms 1 to 2:
1. N -0.58
2. O 0.05



No. 4
Below is C20H18BClF4MnN2O5S as an isolated structure at a distorted geometry, with properties calculated with ωB97M-V/def2-TZVPD.

Cartesian coordinates (Å):
1 Mn -0.002 -0.203 -0.264
2 O 0.338 1.434 0.882
3 C 1.372 2.158 0.851
4 C 2.710 1.667 0.769
5 C 3.782 2.495 1.096
6 C 5.083 2.024 1.037
7 C 5.352 0.716 0.613
8 C 4.322 -0.103 0.234
9 C 2.971 0.325 0.302
10 O 2.037 -0.464 -0.082
11 N 6.160 2.880 1.410
12 O 7.291 2.432 1.353
13 O 5.892 4.010 1.777
14 H 1.234 3.244 0.872
15 H 3.601 3.506 1.424
16 H 6.379 0.383 0.582
17 H 4.505 -1.106 -0.124
18 F -3.214 1.245 -2.377
19 B -1.960 1.293 -2.865
20 F -1.053 0.766 -1.670
21 F -1.725 0.380 -3.838
22 F -1.498 2.525 -3.122
23 Cl -2.871 -4.043 -3.340
24 C -1.557 -3.745 -2.278
25 C -0.897 -4.798 -1.656
26 C 0.164 -4.500 -0.816
27 C 0.520 -3.177 -0.627
28 N -0.129 -2.166 -1.214
29 C -1.138 -2.439 -2.041
30 H -1.205 -5.815 -1.839
31 H 0.710 -5.285 -0.316
32 H 1.366 -2.894 -0.012
33 H -1.609 -1.603 -2.544
34 C 4.749 0.172 4.368
35 C 3.297 0.179 4.012
36 C 2.518 1.317 4.188
37 C 1.177 1.321 3.841
38 C 0.605 0.169 3.323
39 C 1.367 -0.974 3.142
40 C 2.702 -0.968 3.491
41 S -1.101 0.180 2.716
42 C -1.815 -0.864 4.053
43 O -1.087 -0.794 1.561
44 H 5.105 1.173 4.596
45 H 5.336 -0.237 3.547
46 H 4.921 -0.454 5.244
47 H 2.971 2.215 4.583
48 H 0.589 2.217 3.959
49 H 0.904 -1.851 2.712
50 H 3.298 -1.858 3.350
51 H -1.224 -1.763 4.187
52 H -2.824 -1.125 3.752
53 H -1.834 -0.276 4.963

## Properties
ΔE to the lowest compared entry with this formula, charge and spin = 83.34 kJ/mol
max |F| = 2.59 eV Å⁻¹
HOMO level (spin up / spin down) = -8.806 / -9.005 eV
2S+1 = 6
orbital gap (spin up / spin down) = 7.85 / 7.97 eV

Atomic partial charges in e from the Mulliken method, atoms 1 to 2:
1. Mn 1.41
2. O -0.30



No. 5
Below is C17H34N8O2Ti as an isolated structure, with properties calculated with ωB97M-V/def2-TZVPD.

Cartesian coordinates (Å):
1 Ti -0.529 0.127 -0.913
2 C 0.220 -3.683 2.922
3 C 1.276 -2.598 3.088
4 C 0.846 -1.600 4.168
5 C 1.648 -1.903 1.791
6 C 1.011 -2.155 0.580
7 C 1.479 -1.590 -0.614
8 C 2.588 -0.739 -0.630
9 C 3.221 -0.298 -1.923
10 C 3.183 -0.432 0.595
11 C 2.734 -1.018 1.769
12 H 0.043 -4.176 3.877
13 H 0.527 -4.449 2.209
14 H -0.734 -3.265 2.587
15 H 2.197 -3.076 3.439
16 H -0.145 -1.202 3.931
17 H 1.548 -0.772 4.279
18 H 0.767 -2.095 5.135
19 H 0.181 -2.847 0.531
20 H 1.066 -1.950 -1.552
21 H 4.005 -1.003 -2.204
22 H 3.703 0.678 -1.833
23 H 2.505 -0.277 -2.746
24 H 4.057 0.210 0.621
25 H 3.269 -0.815 2.690
26 N 0.200 1.090 1.299
27 N -0.830 0.938 2.270
28 C -1.737 -0.041 1.946
29 N -2.587 -0.534 2.835
30 N -1.665 -0.385 0.694
31 N -2.323 -1.462 0.103
32 O -3.535 -1.653 0.253
33 O -1.737 -1.419 -1.151
34 H 1.007 0.514 1.558
35 H 0.486 2.063 1.321
36 H -0.540 0.999 3.237
37 H -2.618 -0.204 3.786
38 H -3.327 -1.137 2.500
39 N 0.721 1.887 -1.667
40 C 0.644 3.322 -1.253
41 C -0.743 3.934 -1.383
42 C -1.783 3.431 -0.367
43 C -2.826 2.475 -0.921
44 N -2.211 1.350 -1.675
45 H 1.691 1.592 -1.561
46 H 0.570 1.855 -2.674
47 H 1.353 3.893 -1.853
48 H 0.984 3.394 -0.218
49 H -1.103 3.815 -2.411
50 H -0.611 5.009 -1.258
51 H -2.321 4.281 0.054
52 H -1.278 2.956 0.477
53 H -3.519 3.008 -1.574
54 H -3.410 2.046 -0.108
55 H -1.967 1.678 -2.606
56 H -2.921 0.636 -1.836
57 C -0.494 -1.630 -5.371
58 C -0.378 -0.948 -4.095
59 N -0.282 -0.417 -3.083
60 H 0.361 -2.292 -5.507
61 H -0.522 -0.900 -6.178
62 H -1.412 -2.218 -5.378

## Properties
net charge = +2
ΔE to the lowest compared entry with this formula, charge and spin = 12.65 kJ/mol
max |F| = 0.15 eV Å⁻¹
HOMO level (spin up / spin down) = -13.679 / -14.969 eV
2S+1 = 3
orbital gap (spin up / spin down) = 7.69 / 9.34 eV

Atomic partial charges in e from the Mulliken method, atoms 1 to 2:
1. Ti -0.09
2. C -1.59



No. 6
Below is C18H19BaNO2 as an isolated structure at a distorted geometry, with properties calculated with ωB97M-V/def2-TZVPD.

Cartesian coordinates (Å):
1 C 0.638 -1.293 -1.520
2 C 0.186 1.789 -1.767
3 C -0.616 -1.488 -2.284
4 H 1.121 -2.291 -1.553
5 C -1.080 1.579 -1.403
6 H 0.703 2.653 -1.327
7 H -0.947 -2.530 -2.373
8 H -1.502 2.229 -0.627
9 C -1.488 -0.504 -2.896
10 H -2.365 -1.081 -3.244
11 H -1.064 -0.045 -3.801
12 C 1.646 -0.269 -2.082
13 H 2.266 -0.754 -2.854
14 H 2.346 0.045 -1.290
15 C 1.049 1.005 -2.705
16 H 0.551 0.791 -3.658
17 H 1.895 1.671 -2.942
18 C -2.068 0.624 -1.983
19 H -2.810 1.182 -2.580
20 H -2.639 0.166 -1.159
21 Ba 2.191 -1.105 1.836
22 H 0.811 -1.154 -0.121
23 O 0.702 2.977 1.014
24 C 1.039 1.881 1.448
25 O 2.097 1.170 1.121
26 C 0.155 1.224 2.478
27 C -0.359 1.884 3.594
28 C -0.911 1.124 4.605
29 C -0.995 -0.281 4.492
30 C -1.337 -1.166 5.552
31 C -1.274 -2.540 5.377
32 C -0.895 -3.102 4.141
33 C -0.572 -2.273 3.071
34 C -0.610 -0.872 3.256
35 N -0.014 -0.090 2.294
36 H -0.276 2.970 3.605
37 H -1.272 1.602 5.518
38 H -1.635 -0.727 6.507
39 H -1.531 -3.200 6.209
40 H -0.870 -4.185 4.019
41 H -0.329 -2.663 2.071

## Properties
ΔE to the lowest compared entry with this formula, charge and spin = 0.00 kJ/mol
max |F| = 4.02 eV Å⁻¹
HOMO level (spin up / spin down) = -7.833 / -4.559 eV
2S+1 = 1
orbital gap (spin up / spin down) = 6.73 / 3.46 eV

Atomic partial charges in e from the Mulliken method, atoms 1 to 2:
1. C 0.32
2. C -0.29